61
Properties=species:S:1:pos:R:3:forces:R:3 method="wB97M-V/def2-TZVPD" smiles="C[N+](=O)[O-].C[N+](=O)[O-].C[N+](=O)[O-].C[N+](=O)[O-].C[N+](=O)[O-].C[N+](=O)[O-].C[N+](=O)[O-].C[N+](=O)[O-].ClCCl" lumo_energy_ev=0.0039 relative_energy_ev=1.6054 charge=0 homo_energy_ev=-10.98 gap_ev=10.9804
C -9.1628 14.2700 -15.4709 -1.05 -0.96 0.05
N -9.4070 15.1023 -14.2676 2.16 0.66 -1.06
O -8.6454 16.0571 -14.1904 -0.62 0.10 0.69
O -10.2648 14.7873 -13.4965 -0.60 -0.06 0.50
H -10.1104 14.3418 -16.0048 0.27 0.02 -0.43
H -9.1063 13.2391 -15.1212 0.19 0.06 -0.05
H -8.2809 14.5759 -16.0336 -0.36 0.18 0.31
C -18.7312 23.0860 -6.9842 1.33 0.84 -0.40
N -18.5500 23.7730 -8.3252 -1.15 1.84 -0.83
O -18.9866 24.9498 -8.4792 0.93 -2.84 0.74
O -17.9702 23.1487 -9.1867 -0.22 0.18 0.29
H -19.5240 22.3380 -6.9727 -0.18 0.57 -0.21
H -18.7718 23.9276 -6.2926 -0.56 -0.49 0.21
H -17.7759 22.5734 -6.8715 -0.15 -0.09 0.19
C -9.6424 17.5752 -7.1235 -0.27 -0.47 -0.09
N -11.1509 17.7250 -7.0883 0.01 1.24 -0.36
O -11.8523 16.8090 -7.4809 0.65 0.38 0.47
O -11.5581 18.8286 -6.7351 0.13 -1.03 -0.05
H -9.4461 16.8659 -7.9276 0.15 0.07 0.23
H -9.3148 17.1940 -6.1563 -0.20 -0.16 -0.10
H -9.1546 18.5371 -7.2810 -0.48 -0.05 -0.10
C -9.3137 23.5952 -11.4817 -0.35 -0.56 -0.26
N -9.7652 24.9860 -11.1515 1.10 -0.39 -0.90
O -10.9610 25.2203 -11.1874 0.98 0.06 0.33
O -8.8386 25.7612 -10.9821 -0.98 0.45 0.28
H -10.0122 22.9453 -10.9545 0.28 -0.22 -0.32
H -8.2583 23.3967 -11.2954 -0.25 0.51 0.86
H -9.3389 23.4706 -12.5642 -0.79 0.14 0.00
C -4.9210 20.0591 -0.3648 -1.12 -0.30 -1.05
N -5.3882 21.0692 -1.3747 0.53 -0.94 -0.71
O -5.9295 20.6194 -2.3934 0.52 1.07 1.23
O -5.1068 22.2145 -1.1228 -0.46 0.40 -0.52
H -5.1749 20.4774 0.6091 0.41 -0.35 -0.08
H -3.8740 19.8442 -0.5788 -0.04 0.35 0.36
H -5.5147 19.2021 -0.6831 0.16 -0.24 0.76
C -16.2758 17.8641 -12.2241 1.29 0.02 -0.34
N -17.4216 17.6159 -11.3192 1.64 0.41 -0.27
O -18.3821 17.1106 -11.8182 -1.29 -0.40 -0.08
O -17.2428 17.9023 -10.1571 -0.54 -0.03 0.43
H -16.5469 18.4757 -13.0847 -0.30 -0.10 0.27
H -15.8974 16.9047 -12.5769 -0.41 -0.09 -0.05
H -15.4530 18.3081 -11.6638 -0.39 0.20 0.06
C -14.0881 10.8642 -10.7235 0.02 -0.23 -1.03
N -14.7872 10.8696 -12.0765 1.02 0.11 -0.65
O -15.8756 11.3998 -12.1074 0.13 -0.42 -0.29
O -14.1533 10.4294 -13.0547 -1.25 0.57 1.67
H -14.1896 11.8756 -10.3301 0.13 -0.20 -0.05
H -13.0713 10.5713 -10.9854 -0.09 0.12 0.52
H -14.5900 10.1470 -10.0740 0.05 0.06 -0.18
C -16.8276 17.7806 -2.6346 -0.71 -0.82 0.32
N -17.6900 17.4409 -1.4172 0.60 -0.30 1.47
O -18.3085 18.3409 -0.8662 0.42 -0.39 -0.94
O -17.6645 16.2854 -0.9920 0.02 1.06 -0.95
H -16.2580 18.6965 -2.4769 -0.48 -0.05 0.10
H -17.5735 17.8302 -3.4279 0.33 0.37 -0.16
H -16.1674 16.9317 -2.8129 -0.17 0.11 0.15
Cl -11.3478 11.2355 -3.8235 0.73 0.00 0.36
C -10.0855 11.7767 -2.6648 -0.24 -0.50 0.41
Cl -10.5392 13.3267 -1.9732 0.21 0.41 -0.07
H -10.0312 11.1054 -1.8077 -0.31 -0.22 -0.37
H -9.0912 11.7942 -3.1110 -0.39 0.32 -0.34


45
Properties=species:S:1:pos:R:3:forces:R:3 method="wB97M-V/def2-TZVPD" lumo_energy_ev=-3.4352 relative_energy_ev=0.7871 charge=+1 homo_energy_ev=-11.31 gap_ev=7.8790
O 4.7127 0.5217 -1.9481 -1.86 -1.06 0.62
H 4.7199 1.4596 -2.0487 0.31 1.12 -0.21
In 0.8494 0.5183 -0.2180 -2.57 -0.64 0.22
N -1.2372 0.0993 -1.2096 -0.22 -1.35 -0.79
N 1.0556 -0.5163 -2.2110 -0.01 -1.08 -1.04
O -2.3278 -0.2796 -0.3614 -0.42 1.26 -0.49
O 2.2281 -0.7570 -2.6750 -0.95 0.48 0.53
C -1.2862 -0.5469 -2.3724 -0.34 0.76 2.22
C -0.0289 -0.8543 -2.9622 2.04 0.84 0.24
C -2.6033 -0.9510 -2.9179 -0.44 -0.63 -0.47
C 0.1930 -1.4676 -4.3082 -0.44 -0.03 -0.40
H -3.1937 -0.0543 -3.1303 0.12 -0.04 -0.02
H -3.1994 -1.5437 -2.2150 0.33 0.13 -0.02
H -2.5053 -1.5263 -3.8377 -0.04 0.13 0.09
H 0.6740 -2.4565 -4.2163 0.11 0.54 -0.08
H 0.7892 -0.7964 -4.9561 -0.02 -0.48 0.42
H -0.7670 -1.6342 -4.8238 0.41 0.11 0.25
H -2.9550 0.5057 -0.3761 0.38 -0.66 0.45
H 3.7297 0.3125 -1.9222 1.58 -0.13 -0.58
O -0.1791 -1.2854 0.8954 -0.47 -0.39 0.00
H -1.1424 -1.2997 0.7015 0.28 0.21 -0.03
H 0.1306 -2.1977 0.8419 0.07 0.07 -0.01
C 0.5458 2.6142 -0.1428 0.44 0.57 -0.06
H 0.8098 3.1726 0.7625 -0.29 -0.49 -0.13
H -0.0235 3.2433 -0.8385 -0.45 -0.76 0.27
H 1.4600 2.5295 -0.6761 1.87 1.46 -0.87
O -3.9804 1.8347 -0.2132 0.58 -0.11 0.05
H -4.9226 1.6473 -0.2349 -0.10 0.25 -0.27
H -3.7294 2.4290 -0.9330 -0.51 0.00 0.13
C 3.4243 -1.3088 0.4839 0.51 -0.11 -0.01
O 2.3546 -0.5340 1.0545 -0.31 -0.02 0.17
C 2.6283 -0.0386 2.3868 0.38 0.53 -0.49
C 1.3587 0.3593 3.0930 -0.60 -0.03 0.22
O 0.4885 1.0690 2.2218 0.34 -0.55 0.26
C -0.8062 1.3048 2.7854 -0.05 0.20 0.08
H 3.0640 -1.7088 -0.4645 0.05 0.03 0.07
H 3.6953 -2.1258 1.1701 -0.14 0.28 -0.21
H 4.2814 -0.6548 0.2963 -0.02 -0.21 -0.01
H 3.1419 -0.8256 2.9505 -0.07 0.19 -0.09
H 3.2814 0.8302 2.2678 0.15 -0.11 0.11
H 0.8557 -0.5324 3.4725 -0.14 -0.03 0.02
H 1.6035 1.0160 3.9320 0.18 -0.20 0.15
H -1.1923 0.4177 3.3152 0.23 0.22 -0.23
H -0.7604 2.1595 3.4768 -0.01 -0.28 -0.12
H -1.4762 1.5546 1.9596 0.11 -0.02 0.08


47
Properties=species:S:1:pos:R:3:forces:R:3 method="wB97M-V/def2-TZVPD" lumo_energy_ev=4.1471 charge=-2 homo_energy_ev=2.25 gap_ev=1.8973
Y 1.1808 0.6964 1.4516 2.14 3.49 3.87
O 2.3189 1.4801 3.3349 0.18 -1.13 0.57
H 2.4416 0.6505 3.8363 -0.16 0.41 -0.21
O 3.3154 0.1887 1.0011 1.13 -1.33 -0.85
H 3.9399 -0.5567 0.9065 -0.67 0.69 0.25
O 0.5371 -0.8097 2.9677 -0.54 -2.00 0.30
H 0.4129 -1.6136 3.5089 0.23 0.87 -0.51
O 2.1756 2.8534 1.1642 -0.35 0.32 -1.41
H 2.1957 3.1644 0.2383 0.05 -0.18 0.30
O -0.2329 2.1413 2.6272 -1.63 -0.05 -0.72
H -1.1988 1.9950 2.6390 0.35 -0.07 0.07
C 0.0189 2.1087 -1.6442 2.67 -0.53 4.90
O 0.5828 1.4478 -0.7512 -1.60 1.43 -3.15
N -0.5725 1.6160 -2.6832 -2.61 -0.36 -3.67
C -0.8255 0.2085 -2.9521 0.81 -0.13 1.08
C -1.0502 2.5308 -3.7249 0.43 -0.29 -0.22
H -0.0784 3.2053 -1.6348 0.45 0.08 0.47
H 0.0187 -0.2171 -3.4946 -0.15 -0.10 -0.41
H -1.7816 0.0455 -3.4493 0.11 0.25 -0.18
H -0.8399 -0.3232 -2.0006 -0.01 0.10 0.19
H -2.1345 2.5702 -3.8288 -0.18 -0.31 0.13
H -0.7230 3.5640 -3.6081 0.21 -0.17 0.46
H -0.6186 2.1939 -4.6674 -0.15 -0.01 -0.27
C 1.5693 -2.4759 0.4785 -0.72 1.57 1.32
O 1.3128 -1.3222 0.1374 0.10 -3.12 -1.06
N 2.7766 -3.0867 0.4288 1.00 -0.11 -2.77
C 3.7078 -2.5908 -0.5865 0.44 0.91 -0.39
C 3.0295 -4.4306 0.9220 -1.62 0.49 0.09
H 0.8721 -3.1140 1.0432 -0.43 0.26 0.04
H 4.5780 -2.1282 -0.1208 0.15 -0.23 -0.18
H 3.3102 -1.8376 -1.2666 -0.70 0.63 1.04
H 3.9780 -3.2743 -1.3914 0.33 -1.26 0.63
H 3.6584 -4.3479 1.8084 0.16 -0.58 -0.16
H 2.0553 -4.8599 1.1560 -0.19 0.20 0.88
H 3.3067 -5.1712 0.1719 1.01 0.45 -0.27
C -2.3921 -0.0430 1.0334 5.01 -2.00 0.05
O -1.2057 0.0804 0.6857 -3.11 -0.03 -0.14
N -3.4133 0.6722 0.6678 -3.18 1.30 -1.32
C -4.6986 0.4998 1.3051 -0.06 -0.78 0.52
C -3.4252 1.7456 -0.3036 0.98 0.81 0.74
H -2.6789 -0.9043 1.6563 0.08 0.19 0.43
H -4.9138 1.3665 1.9302 -0.29 0.09 -0.11
H -4.7328 -0.3816 1.9455 0.58 0.06 0.26
H -5.5129 0.2621 0.6207 -0.03 0.61 -0.50
H -3.9300 1.5477 -1.2492 -0.19 -0.51 0.05
H -3.9250 2.5733 0.1995 -0.07 0.29 -0.28
H -2.4084 2.0804 -0.5089 0.04 -0.20 0.11